(1)
Below is a 13-piece molecular cluster, C26H39N13 overall, with properties calculated with ωB97M-V/def2-TZVPD.

The energy above the lowest of the compared OMol25 structures with the same formula, charge and spin is 2.598 eV.

Each line ends with the Mulliken charge.
Geometry (Å):
N  -5.4260  3.7493  2.9080  -0.407
N  -3.5555  -4.1191  2.4735  -0.412
N  1.5002  3.8909  -4.9988  -0.459
N  1.7526  -3.5159  4.1199  -0.384
N  -3.5279  3.9131  -2.0142  -0.518
N  -0.0408  5.0269  0.1136  -0.392
N  -2.7310  0.7692  0.7157  -0.357
N  2.9050  -1.3678  -1.5513  -0.486
N  -7.6932  0.9019  -2.0272  -0.416
N  6.9594  0.9804  -3.3826  -0.427
N  0.2929  -7.2497  3.6950  -0.393
N  3.7593  -6.6517  2.1113  -0.395
N  -3.4041  -2.4031  -1.4795  -0.481
C  -4.4372  4.0082  2.3791  0.088
C  -2.7013  3.1493  -2.2424  0.371
C  -3.1918  4.3425  1.6589  -0.361
C  3.8231  -5.9891  1.1362  0.076
C  3.7800  -1.8421  -2.0887  0.439
C  -0.3776  0.1475  1.7008  -1.023
C  -0.5304  6.0534  0.2545  0.352
C  -0.8225  -2.3300  -1.8167  -0.689
C  -4.1009  -1.5844  3.0022  -0.382
C  -1.6724  0.5175  1.1223  0.410
C  4.1261  -2.7726  4.8833  -0.952
C  -1.6750  2.1033  -2.4026  -0.185
C  4.4122  1.1493  -2.6019  -0.707
C  -2.2519  -2.3818  -1.6757  0.338
C  2.8129  -3.1786  4.4997  0.472
C  -6.5759  0.7271  -1.7809  0.135
C  -3.7910  -3.0016  2.7051  0.409
C  1.5261  4.3750  -3.9527  0.360
C  1.5895  4.9950  -2.6753  -0.779
C  -5.1892  0.5831  -1.5464  -0.085
C  -0.0353  -6.4305  2.9868  0.274
C  4.9100  -2.3980  -2.9200  -0.515
C  -1.1087  7.4201  0.4435  -0.888
C  5.8206  0.9809  -3.1060  0.293
C  -0.4926  -5.3550  2.0802  -0.577
C  3.9334  -4.9991  0.0413  -0.475
H  3.8383  0.9977  -3.5161  0.297
H  -2.1524  1.3831  -3.0671  0.297
H  0.2788  0.9435  1.3492  0.341
H  -2.5965  4.9215  2.3648  0.316
H  -0.1569  -1.7488  -1.1785  0.174
H  5.4500  -3.0399  -2.2240  0.218
H  4.6692  -2.9441  -3.8321  0.293
H  1.7283  4.2786  -1.8656  0.307
H  4.2827  2.1847  -2.2867  0.260
H  -2.6847  3.4604  1.2679  0.160
H  -0.6134  0.1836  2.7644  0.361
H  4.3784  -2.9797  5.9233  0.288
H  -0.5018  8.0755  -0.1811  0.355
H  -4.9649  -1.2057  2.4560  0.270
H  5.0171  -3.0524  4.3211  0.280
H  -0.6904  -1.7914  -2.7551  0.316
H  0.2054  -5.0725  1.2921  0.172
H  -0.9495  7.6788  1.4904  0.322
H  0.7430  5.6481  -2.4632  0.193
H  4.0901  0.5328  -1.7627  0.254
H  -1.4147  -5.6478  1.5783  0.357
H  -4.2151  -1.4162  4.0731  0.317
H  -0.7388  2.4541  -2.8370  0.221
H  4.2082  -1.6956  5.0291  0.289
H  2.4278  5.6820  -2.7909  0.368
H  -4.5378  0.6201  -2.4196  0.098
H  -5.0294  -0.4413  -1.2101  0.179
H  -0.7103  -4.4453  2.6398  0.160
H  3.9868  -5.5735  -0.8836  0.303
H  -3.4662  4.9009  0.7639  0.166
H  -2.0874  7.4830  -0.0321  0.311
H  4.8933  -4.5657  0.3223  0.256
H  -0.4369  -3.3374  -1.9732  0.333
H  5.4938  -1.5222  -3.2033  0.101
H  -3.2582  -0.9373  2.7591  -0.202
H  3.0815  -4.3275  0.1476  0.221
H  0.0141  -0.7950  1.3182  0.287
H  -4.7756  1.1668  -0.7240  0.095
H  -1.3770  1.7298  -1.4229  -0.210



(2)
Below is a single C3H7NO molecule, with properties calculated with ωB97M-V/def2-TZVPD.

The energy above the lowest of the compared OMol25 structures with the same formula, charge and spin is 5.079 eV.

Each line ends with the natural charge from an NBO analysis.
Geometry (Å):
O  0.6216  0.7051  -0.2072  -0.533
N  -1.5484  -0.3661  -0.2036  -0.126
C  -0.5265  0.1710  0.4472  0.050
C  0.5248  0.7201  -1.6126  -0.258
C  -0.0109  -0.9210  1.4524  -0.582
H  -0.7948  -1.1867  2.1605  0.220
H  0.8564  -0.4966  1.9597  0.230
H  -0.3430  1.3005  -1.9568  0.175
H  0.3046  -1.8015  0.8895  0.220
H  -0.9545  0.9872  1.0764  0.235
H  1.4452  1.1799  -1.9788  0.194
H  0.4255  -0.2918  -2.0267  0.176



(3)
Below is a 2-piece molecular cluster, C10H18OSi2 overall, with properties calculated with ωB97M-V/def2-TZVPD.

The energy above the lowest of the compared OMol25 structures with the same formula, charge and spin is 2.818 eV.

Each line ends with the natural charge from an NBO analysis.
Geometry (Å):
Si  0.6047  -1.3320  0.8304  1.669
Si  -2.1092  1.2106  0.3961  1.679
O  -1.3517  0.0857  1.1782  -1.285
C  1.8003  1.1025  -0.0873  -0.186
C  4.4506  0.3582  0.1717  -0.209
C  -2.4520  0.7042  -1.4588  -1.093
C  3.4133  -0.5361  0.5204  -0.190
C  2.0735  -0.1656  0.4268  -0.506
C  -0.1074  -2.3920  -0.5899  -0.907
C  -1.4919  -2.9351  -0.2133  -0.602
C  -3.6823  1.7357  1.4013  -1.094
C  4.1517  1.5810  -0.4528  -0.181
C  2.7935  1.8719  -0.6741  -0.206
H  0.0634  -1.7582  -1.5466  0.250
H  4.7304  2.3901  -0.8094  0.223
H  0.7071  1.3093  -0.0780  0.245
H  -4.4442  2.1129  0.8100  0.218
H  -2.4908  1.5122  -2.1185  0.226
H  -2.1537  -2.7837  -1.0181  0.225
H  5.4210  0.2288  0.3738  0.210
H  2.6606  2.8598  -1.0857  0.218
H  -1.7176  -0.0571  -1.7638  0.217
H  -1.2712  2.4239  0.5104  -0.289
H  -4.1083  0.9228  1.9273  0.227
H  -1.5013  -4.0258  -0.0427  0.210
H  0.2625  -2.0918  1.9936  -0.190
H  -3.3838  0.3132  -1.5527  0.222
H  -1.8307  -2.5050  0.6057  0.220
H  0.7232  -3.0643  -0.7910  0.240
H  -3.3524  2.4723  2.2172  0.230
H  3.5926  -1.5486  0.9197  0.209



(4)
Below is a single C12H14N2OS2 molecule, with properties calculated with ωB97M-V/def2-TZVPD.

The energy above the lowest of the compared OMol25 structures with the same formula, charge and spin is 10.945 eV.

Each line ends with the natural charge from an NBO analysis.
Geometry (Å):
S  2.1070  1.7967  1.3915  0.389
S  1.8419  -1.1141  0.1886  0.234
O  1.1149  2.1484  -1.2345  -0.530
N  4.1115  0.1692  0.6957  -0.455
N  -0.6540  0.9253  -0.9882  -0.498
C  -3.7752  0.5682  1.4833  -0.133
C  -2.8870  -1.6327  0.7547  -0.146
C  3.3226  -1.7303  -0.3834  -0.613
C  -2.6904  1.1986  0.6128  -0.209
C  -1.8269  0.2566  -0.0921  0.153
C  -3.7917  -0.9131  1.2780  -0.286
C  -1.7775  -0.9685  -0.1990  -0.215
C  4.4479  -0.8160  0.1520  -0.201
C  2.7787  0.4038  0.6835  -0.082
C  0.4178  1.7027  -0.5261  0.640
C  0.4109  1.4123  0.8693  -0.694
C  -0.9295  0.8136  -2.3332  -0.378
H  3.2782  -1.8521  -1.6379  0.213
H  3.1995  -2.8694  0.0852  0.230
H  -1.1394  -1.5094  -0.7255  0.229
H  -0.2503  1.3250  -2.7852  0.210
H  -0.1748  2.3662  1.5050  0.272
H  4.9252  -1.4868  0.8084  0.194
H  -4.4218  -1.3606  1.9602  0.215
H  -2.9116  -2.9417  0.6683  0.225
H  -1.9289  1.3493  -2.7687  0.166
H  5.2461  -0.9741  -0.7738  0.173
H  -0.9085  -0.2728  -2.6498  0.180
H  -0.1050  0.5470  1.6231  0.325
H  -4.3520  1.2476  1.6518  0.176
H  -2.6777  2.2112  0.6862  0.214



Results for max |F|: 0.07478 0.03438 0.09909 0.37908 (in Eh/bohr, following the order of the records).